The following is a DFT calculation (wB97M-V/def2-TZVPD) of an isolated molecule of C3H4N8S at a distorted geometry.

Geometry as XYZ:
```
16
C3H4N8S | the Open Molecules 2025 dataset | wB97M-V/def2-TZVPD
C -0.137 0.059 -0.552
C 0.753 -0.027 0.571
C -2.541 -0.532 0.265
N 0.291 0.470 -1.683
N -0.769 0.539 -2.504
N -1.814 0.274 -1.895
N 2.209 0.425 0.563
N 0.521 -0.425 1.760
N 2.562 0.183 1.817
N 1.638 -0.321 2.502
N -1.502 -0.057 -0.574
S 3.730 0.786 -0.379
H -3.386 -0.665 -0.365
H -2.107 -1.240 0.889
H -2.690 0.207 1.094
H 3.243 0.325 -1.508
```

Values from the calculation:
M   184.19 g/mol
Structure (SMILES)   Cn1nnnc1-c1nnnn1S
Electronic energy   -25927.26032 eV
ΔE to the lowest compared entry with this formula, charge and spin   0.0 kcal per mole
Highest occupied orbital energy   -10.03 eV
Strongest force on any atom   3.87 eV/A
Gap between HOMO and LUMO   0.3507 Eh

Listed below, in e, are the natural (NBO) charges computed for each atom: number 1, C, carries 0.275; number 2, C, carries 0.287; number 3, C, carries -0.424; number 4, N, carries -0.299; number 5, N, carries -0.043; number 6, N, carries -0.035; number 7, N, carries -0.317; number 8, N, carries -0.275; number 9, N, carries -0.032; number 10, N, carries -0.071; number 11, N, carries -0.180; number 12, S, carries 0.276; number 13, H, carries 0.249; number 14, H, carries 0.238; number 15, H, carries 0.218; number 16, H, carries 0.135

***

The following is a DFT calculation (wB97M-V/def2-TZVPD) of the ion C3H4NO with charge +1 at a distorted geometry.

Geometry as XYZ:
```
9
C3H4NO | the Open Molecules 2025 dataset | wB97M-V/def2-TZVPD
C 0.159 0.882 -0.121
C 1.615 -0.720 0.015
C -0.640 -0.306 -0.031
N 0.159 -1.430 -0.008
O 1.453 0.506 -0.026
H 0.017 1.875 -0.057
H 2.475 -1.268 -0.049
H -1.006 -0.124 1.035
H -1.599 -0.402 -0.552
```

Values from the calculation:
M   70.07 g/mol
Electronic energy   -6701.12346 eV
ΔE to the lowest compared entry with this formula, charge and spin   81.8 kcal per mole
Highest occupied orbital energy (alpha / beta)   -15.74 / -15.75 eV
Strongest force on any atom   11.61 eV/A
Net charge   +1
Gap between HOMO and LUMO (alpha / beta)   0.3183 / 0.3187 Eh

Listed below, in e, are the natural (NBO) charges computed for each atom: number 1, C, carries 0.379; number 2, C, carries 0.400; number 3, C, carries -0.455; number 4, N, carries -0.260; number 5, O, carries -0.311; number 6, H, carries 0.241; number 7, H, carries 0.247; number 8, H, carries 0.405; number 9, H, carries 0.354

***

The following is a DFT calculation (wB97M-V/def2-TZVPD) of the ion C3H4NO with charge +1 at a distorted geometry.

Geometry as XYZ:
```
9
C3H4NO | the Open Molecules 2025 dataset | wB97M-V/def2-TZVPD
C -0.276 0.178 1.368
C -0.036 -0.891 -1.195
C -0.467 -0.260 0.026
N -0.018 0.376 -1.240
O -1.558 -0.001 0.722
H 0.002 1.206 1.561
H -0.066 -0.524 2.168
H 0.130 -1.766 -1.800
H 0.099 1.139 -1.902
```

Values from the calculation:
M   70.07 g/mol
Structure (SMILES)   C1=[NH+][C@]12CO2
Electronic energy   -6701.71387 eV
ΔE to the lowest compared entry with this formula, charge and spin   68.2 kcal per mole
Highest occupied orbital energy   -16.62 eV
Strongest force on any atom   1.47 eV/A
Net charge   +1
Gap between HOMO and LUMO   0.3902 Eh

Listed below, in e, are the natural (NBO) charges computed for each atom: number 1, C, carries -0.093; number 2, C, carries 0.287; number 3, C, carries 0.344; number 4, N, carries -0.381; number 5, O, carries -0.376; number 6, H, carries 0.227; number 7, H, carries 0.234; number 8, H, carries 0.282; number 9, H, carries 0.476

***

The following is a DFT calculation (wB97M-V/def2-TZVPD) of the ion C3H4NO with charge +1 at a distorted geometry.

Geometry as XYZ:
```
9
C3H4NO | the Open Molecules 2025 dataset | wB97M-V/def2-TZVPD
C -0.373 -0.913 -0.039
C 1.270 0.815 -0.139
C 2.348 0.105 -0.053
N -0.033 0.284 0.098
O 3.343 -0.397 0.080
H 0.314 -1.502 -0.467
H -1.380 -1.272 0.179
H 1.449 1.829 -0.075
H -0.689 1.120 0.405
```

Values from the calculation:
M   70.07 g/mol
Electronic energy   -6700.41079 eV
ΔE to the lowest compared entry with this formula, charge and spin   11.7 kcal per mole
Highest occupied orbital energy (alpha / beta)   -11.69 / -18.81 eV
Multiplicity   3
Strongest force on any atom   14.22 eV/A
Net charge   +1
Gap between HOMO and LUMO (alpha / beta)   0.2173 / 0.3690 Eh

Listed below, in e, are the natural (NBO) charges computed for each atom: number 1, C, carries -0.180; number 2, C, carries -0.015; number 3, C, carries 0.707; number 4, N, carries -0.488; number 5, O, carries -0.187; number 6, H, carries 0.175; number 7, H, carries 0.241; number 8, H, carries 0.288; number 9, H, carries 0.459

***

The following is a DFT calculation (wB97M-V/def2-TZVPD) of a cluster of 2 separate species, C3H4NO2 in total at a distorted geometry.

Geometry as XYZ:
```
10
C3H4NO2 | the Open Molecules 2025 dataset | wB97M-V/def2-TZVPD
C -2.685 -0.006 -0.040
C -1.564 -0.687 0.227
C -0.252 0.120 0.326
N 0.886 -0.361 0.271
O 3.115 0.500 -0.281
O -3.416 0.904 -0.228
H 2.203 0.278 -0.083
H -1.227 -1.719 0.230
H -0.539 1.190 0.391
H 3.479 -0.219 -0.811
```

Values from the calculation:
M   86.07 g/mol
Electronic energy   -8759.19637 eV
ΔE to the lowest compared entry with this formula, charge and spin   74.1 kcal per mole
Highest occupied orbital energy (alpha / beta)   -2.59 / -2.59 eV
Strongest force on any atom   3.88 eV/A
Net charge   -1
Gap between HOMO and LUMO (alpha / beta)   0.2334 / 0.2334 Eh

Listed below, in e, are the natural (NBO) charges computed for each atom: number 1, C, carries 0.656; number 2, C, carries -0.648; number 3, C, carries 0.026; number 4, N, carries -0.722; number 5, O, carries -1.018; number 6, O, carries -0.542; number 7, H, carries 0.477; number 8, H, carries 0.267; number 9, H, carries 0.066; number 10, H, carries 0.437

***

The following is a DFT calculation (wB97M-V/def2-TZVPD) of the ion C3H4NO2 with charge +1 at a distorted geometry.

Geometry as XYZ:
```
10
C3H4NO2 | the Open Molecules 2025 dataset | wB97M-V/def2-TZVPD
C 3.559 -0.025 -0.077
C 0.001 -0.734 0.064
C -0.056 0.756 0.131
N 1.064 0.046 0.566
O 4.647 0.001 0.116
O 2.398 0.061 -0.327
H 0.232 -0.984 -0.920
H -0.484 -1.429 0.637
H -0.253 1.318 -0.833
H -0.352 1.163 1.102
```

Values from the calculation:
M   86.07 g/mol
Electronic energy   -8748.51034 eV
ΔE to the lowest compared entry with this formula, charge and spin   103.3 kcal per mole
Highest occupied orbital energy   -16.38 eV
Strongest force on any atom   3.67 eV/A
Net charge   +1
Gap between HOMO and LUMO   0.3728 Eh

Listed below, in e, are the natural (NBO) charges computed for each atom: number 1, C, carries 1.119; number 2, C, carries -0.241; number 3, C, carries -0.268; number 4, N, carries 0.027; number 5, O, carries -0.299; number 6, O, carries -0.403; number 7, H, carries 0.239; number 8, H, carries 0.248; number 9, H, carries 0.300; number 10, H, carries 0.277

***

The following is a DFT calculation (wB97M-V/def2-TZVPD) of the ion C3H4NO2S with charge +1 at a distorted geometry.

Geometry as XYZ:
```
11
C3H4NO2S | the Open Molecules 2025 dataset | wB97M-V/def2-TZVPD
C -2.080 1.902 -1.330
C -0.480 -0.047 0.602
C -0.068 0.340 -0.776
N -1.929 0.263 0.734
O -3.200 1.989 -1.427
O -2.360 -0.124 1.801
S -0.501 2.141 -1.133
H -0.244 -1.135 0.964
H 0.034 0.542 1.416
H 1.053 0.314 -1.051
H -0.647 -0.277 -1.400
```

Values from the calculation:
M   118.14 g/mol
Electronic energy   -19584.73247 eV
ΔE to the lowest compared entry with this formula, charge and spin   65.5 kcal per mole
Highest occupied orbital energy   -14.19 eV
Strongest force on any atom   2.97 eV/A
Net charge   +1
Gap between HOMO and LUMO   0.2956 Eh

Listed below, in e, are the natural (NBO) charges computed for each atom: number 1, C, carries 0.570; number 2, C, carries -0.399; number 3, C, carries -0.464; number 4, N, carries 0.110; number 5, O, carries -0.242; number 6, O, carries -0.174; number 7, S, carries 0.491; number 8, H, carries 0.297; number 9, H, carries 0.261; number 10, H, carries 0.299; number 11, H, carries 0.251

***

The following is a DFT calculation (wB97M-V/def2-TZVPD) of the ion C3H4NO3 with charge -1 at a distorted geometry.

Geometry as XYZ:
```
11
C3H4NO3 | the Open Molecules 2025 dataset | wB97M-V/def2-TZVPD
C -0.430 -0.725 -0.190
C -2.129 -0.613 0.246
C 1.560 0.656 -0.278
N 0.440 -0.062 0.416
O -2.671 -0.041 -0.712
O 0.508 0.117 1.652
O -2.385 -0.985 1.346
H -0.443 -0.800 -1.306
H 2.407 0.206 0.114
H 1.538 1.639 0.058
H 1.605 0.608 -1.346
```

Values from the calculation:
M   102.07 g/mol
Structure (SMILES)   C/[N+]([O-])=C/C(=O)[O-]
Electronic energy   -10806.78472 eV
ΔE to the lowest compared entry with this formula, charge and spin   101.5 kcal per mole
Highest occupied orbital energy   -4.08 eV
Strongest force on any atom   5.19 eV/A
Net charge   -1
Gap between HOMO and LUMO   0.2941 Eh

Listed below, in e, are the natural (NBO) charges computed for each atom: number 1, C, carries -0.161; number 2, C, carries 0.821; number 3, C, carries -0.436; number 4, N, carries 0.073; number 5, O, carries -0.750; number 6, O, carries -0.607; number 7, O, carries -0.682; number 8, H, carries 0.162; number 9, H, carries 0.193; number 10, H, carries 0.204; number 11, H, carries 0.183